{
  "formula": "C5H5N",
  "method": "wB97M-V/def2-TZVPD",
  "energy_ha": -248.2251,
  "homo_lumo_gap_ha": 0.349,
  "species": ["C", "C", "C", "N", "C", "C", "H", "H", "H", "H", "H"],
  "positions_angstrom": [[0.5225, -0.1454, -1.0351], [0.9241, 0.9306, -0.2542], [0.0878, 1.1395, 0.8530], [-0.4630, 0.1230, 1.4969], [-0.6749, -0.9984, 0.8201], [-0.4652, -1.0111, -0.5560], [0.9348, -0.2880, -2.0306], [1.7594, 1.5872, -0.4951], [-0.4200, 2.0789, 1.0354], [-1.1006, -1.8292, 1.3765], [-1.1049, -1.5871, -1.2109]],
  "forces_ev_per_a": [[0.0, -0.1, 0.0], [-0.3, -0.1, 0.0], [-0.1, 0.1, 0.0], [-0.5, 0.1, -0.4], [-0.2, 0.0, -0.2], [0.2, -0.3, 0.0], [-0.1, 0.1, 0.1], [-0.6, 0.1, -0.3], [1.1, 0.6, 0.9], [-0.1, 0.1, -0.2], [0.6, -0.6, 0.0]]
}

{
  "formula": "C5H5N",
  "method": "wB97M-V/def2-TZVPD",
  "energy_ha": -248.1315,
  "homo_lumo_gap_ha": [0.272, 0.272],
  "species": ["C", "C", "C", "C", "C", "N", "H", "H", "H", "H", "H"],
  "positions_angstrom": [[1.3379, 0.6532, -0.2580], [1.2202, -0.7291, 0.1935], [0.2163, 1.3092, -0.0131], [-1.1015, 0.6321, 0.1206], [-1.0136, -0.8745, -0.2102], [0.1319, -1.4071, -0.0164], [2.3050, 1.0842, -0.4486], [1.9955, -1.1659, 0.8065], [-1.8296, 1.0792, -0.5617], [-1.4732, 0.8074, 1.1372], [-1.7889, -1.3888, -0.7498]],
  "forces_ev_per_a": [[0.8, -1.2, 0.0], [0.8, 1.4, 0.0], [-1.1, 0.2, 0.2], [-0.1, -0.7, 0.0], [0.6, 1.7, 0.4], [-0.9, -1.2, -0.3], [0.2, 0.1, -0.1], [0.1, -0.2, 0.1], [-0.1, 0.0, 0.0], [0.0, 0.0, -0.1], [-0.2, -0.3, -0.1]]
}

{
  "formula": "C5H5N2O2",
  "method": "wB97M-V/def2-TZVPD",
  "total_charge": -1,
  "energy_ha": -453.4467,
  "homo_lumo_gap_ha": 0.277,
  "species": ["C", "C", "C", "C", "C", "N", "N", "O", "O", "H", "H", "H", "H", "H"],
  "positions_angstrom": [[-1.1556, -1.5529, -0.1183], [-1.3381, -0.6467, -1.1453], [-0.2895, -1.2422, 0.9749], [0.4767, -0.0785, 0.8687], [-0.4589, 0.4404, -1.1967], [0.2728, 0.7081, -0.1073], [1.5806, 2.3987, 0.3918], [2.1507, 1.8841, 1.4300], [-0.2755, 1.1591, -2.1939], [-1.7797, -2.4832, 0.0940], [-2.0085, -0.9030, -2.0359], [-0.4640, -1.8722, 1.8172], [1.1695, 0.2280, 1.6769], [2.1194, 1.9602, -0.4560]],
  "forces_ev_per_a": [[-0.8, 0.0, 1.7], [-1.4, -2.8, -0.9], [-0.6, -0.5, -1.4], [-1.3, -2.0, 2.2], [0.4, 1.4, -1.6], [1.8, 1.7, 0.1], [2.6, -2.7, 1.3], [-1.3, 1.9, -2.4], [-0.5, 0.3, -0.8], [0.6, 1.3, -1.0], [1.1, 0.6, 1.3], [0.9, -0.2, 0.8], [-0.3, 0.1, -0.5], [-1.1, 1.0, 1.1]]
}

{
  "formula": "C5H5N2S3",
  "method": "wB97M-V/def2-TZVPD",
  "total_charge": -1,
  "energy_ha": -1497.4996,
  "homo_lumo_gap_ha": 0.182,
  "species": ["C", "C", "C", "C", "C", "N", "N", "S", "S", "S", "H", "H", "H", "H", "H"],
  "positions_angstrom": [[0.5118, -0.2980, -0.1352], [0.5178, -0.5235, -1.5641], [-0.4318, 0.1489, 0.7000], [-1.4179, 2.0532, -0.9927], [-0.2875, -0.0163, 2.1470], [1.8428, -0.7935, 0.2940], [-0.2046, -0.4407, -2.5565], [-2.4692, 2.8466, -1.9694], [-2.0077, 0.6874, -0.0013], [2.3620, -1.1653, -1.3459], [-0.8924, 0.5348, 2.8916], [-0.2707, -1.0889, 2.4157], [0.6511, 0.2908, 2.5687], [1.7534, -1.5716, 0.9905], [0.3429, -0.6639, -3.4424]],
  "forces_ev_per_a": [[0.5, -0.3, 1.7], [2.5, -0.6, 0.1], [-1.4, 0.1, -1.3], [0.8, 0.1, 0.0], [0.4, -0.4, 2.3], [-1.2, 0.4, 0.4], [0.4, -0.1, -2.1], [-0.5, -0.1, 0.1], [0.5, 0.0, 0.4], [-1.1, 0.0, 0.0], [-0.8, -0.4, -1.1], [-0.5, 0.2, 0.0], [1.3, 0.3, -0.6], [0.2, 0.5, -1.3], [-1.1, 0.2, 1.4]]
}

{
  "formula": "C5H5N3",
  "method": "wB97M-V/def2-TZVPD",
  "energy_ha": -357.7114,
  "homo_lumo_gap_ha": 0.323,
  "species": ["C", "C", "C", "C", "C", "H", "H", "H", "H", "H", "N", "N", "N"],
  "positions_angstrom": [[-1.0087, 1.6119, -1.9064], [-0.8268, 0.6040, -0.7500], [-1.1104, -0.4957, 1.1885], [0.1815, -0.9521, 1.2139], [1.2760, -0.3610, 0.3460], [-1.7461, -0.7837, 2.0535], [0.5150, -1.7955, 1.7961], [1.9922, -1.2093, 0.1666], [1.8007, 0.3201, 0.8555], [1.0568, 0.2548, -1.5760], [-0.9370, 2.3438, -2.8198], [-1.7190, 0.3207, 0.1755], [0.5258, 0.1421, -0.7435]],
  "forces_ev_per_a": [[0.2, -0.3, -0.5], [1.0, 0.2, 0.5], [0.7, -1.0, 0.5], [-1.0, 0.8, -0.1], [-2.8, -4.3, 0.0], [0.1, 0.0, -1.2], [-0.4, 0.2, 0.8], [-0.7, 0.8, -0.9], [2.0, 3.0, 1.9], [-0.1, 0.5, -0.8], [-0.3, -1.8, 2.3], [2.7, 0.8, -0.9], [-1.4, 1.1, -1.8]]
}

{
  "formula": "C5H5N3",
  "method": "wB97M-V/def2-TZVPD",
  "energy_ha": -357.6202,
  "homo_lumo_gap_ha": 0.351,
  "species": ["C", "C", "C", "C", "C", "H", "H", "H", "H", "H", "N", "N", "N"],
  "positions_angstrom": [[-0.7076, 1.0927, -0.8113], [0.1601, 0.2701, -1.8072], [0.3437, -0.5189, 0.3074], [0.6690, -1.5474, 1.3366], [0.7840, -1.9848, 2.4647], [-1.6699, 2.4702, 0.1246], [0.5390, 1.0989, -2.5422], [-0.4709, -0.3151, -2.5465], [-0.6442, 0.9493, 1.3510], [0.8704, -3.0988, 3.0143], [-1.1332, 2.4059, -0.8198], [1.0036, -0.5670, -0.7997], [-0.7446, 0.3076, 0.4277]],
  "forces_ev_per_a": [[-1.2, 4.2, 1.3], [-0.8, 2.2, 0.3], [1.8, -2.6, -0.6], [-0.6, 3.0, 0.0], [0.3, -5.2, 0.9], [1.2, 0.3, -1.9], [0.6, -1.7, 1.7], [0.7, 0.0, 1.4], [-0.7, -2.0, -2.8], [-0.2, 4.0, -1.2], [0.4, -5.7, 1.2], [-1.5, 0.7, -1.8], [0.0, 3.0, 1.5]]
}

{
  "formula": "C5H5N3",
  "method": "wB97M-V/def2-TZVPD",
  "energy_ha": -357.5751,
  "homo_lumo_gap_ha": 0.342,
  "species": ["C", "C", "C", "C", "C", "H", "H", "H", "H", "H", "N", "N", "N"],
  "positions_angstrom": [[1.7297, 0.6600, 0.2778], [1.9515, -0.6683, 0.0097], [-0.1441, -0.5443, -0.2544], [-1.4851, -0.5695, 0.1881], [-2.6855, -0.5982, 0.1134], [-0.6755, 1.7943, 0.9101], [-1.3962, 1.3854, -0.7631], [2.5476, 1.4112, 0.0990], [2.9382, -1.2862, 0.3273], [-3.7688, -0.3338, 0.3765], [-0.5474, 1.7961, -0.2500], [0.4218, 0.7206, 0.0236], [0.7192, -1.4665, -0.1960]],
  "forces_ev_per_a": [[1.5, -0.5, -2.6], [1.6, -5.0, 1.8], [0.6, 2.9, 2.8], [-1.1, -1.3, -2.1], [-3.0, 1.2, 1.6], [-1.5, 1.4, -4.1], [1.8, 0.4, 1.5], [-1.5, -0.4, 0.8], [-2.5, 1.7, -1.3], [2.2, -1.0, -0.7], [1.1, 0.3, 4.8], [-4.1, 0.1, -2.8], [4.9, 0.3, 0.2]]
}

{
  "formula": "C5H5N3",
  "method": "wB97M-V/def2-TZVPD",
  "energy_ha": -357.6863,
  "homo_lumo_gap_ha": 0.347,
  "species": ["C", "C", "C", "C", "C", "H", "H", "H", "H", "H", "N", "N", "N"],
  "positions_angstrom": [[1.5997, -0.6579, -0.0227], [0.0461, 0.6721, -0.1179], [-1.1232, 1.3880, 0.0461], [-1.1025, -1.3289, 0.0205], [0.1329, -0.7065, -0.0286], [2.1055, -1.1511, -0.8415], [2.1465, -0.9000, 0.9363], [1.9497, 1.5905, 0.3347], [-1.2498, 2.4884, 0.0740], [-1.4469, -2.3534, 0.0755], [1.4461, 0.8736, -0.2399], [-2.2779, 0.6949, -0.0349], [-2.2264, -0.6096, -0.2016]],
  "forces_ev_per_a": [[1.9, 0.9, 1.1], [1.1, 0.8, 0.7], [-0.6, 0.4, -0.7], [-0.5, -0.1, -1.3], [-2.7, 0.0, 0.4], [0.1, 0.0, -0.2], [-0.8, 0.2, -0.9], [-0.7, -1.2, -0.6], [0.4, -0.9, 0.2], [1.1, -0.4, 0.0], [0.4, 0.0, 0.4], [0.9, 0.0, -0.8], [-0.6, 0.2, 1.6]]
}

{
  "formula": "C5H5N3",
  "method": "wB97M-V/def2-TZVPD",
  "energy_ha": -357.4626,
  "homo_lumo_gap_ha": 0.280,
  "species": ["C", "C", "C", "C", "C", "H", "H", "H", "H", "H", "N", "N", "N"],
  "positions_angstrom": [[0.3561, 2.3608, 0.0218], [-0.1727, -1.1488, -0.1878], [-0.4968, -2.4584, 0.1978], [-0.6566, -3.6998, 0.3292], [1.0006, -0.7553, -0.9531], [-0.4718, 3.2024, 0.2286], [1.3376, 2.4592, 0.5115], [0.5657, 2.1655, -1.0857], [-1.7089, 1.4425, 0.9384], [-0.1335, -4.7855, 0.6537], [-0.4787, 1.1431, 0.7221], [-0.9147, -0.0771, 0.1631], [1.7737, 0.1516, -1.5396]],
  "forces_ev_per_a": [[-2.7, -0.4, -0.2], [-0.3, 4.2, -0.4], [-1.0, -5.0, -0.5], [3.2, 0.9, 0.8], [6.9, 8.3, -4.7], [2.7, -1.5, -0.7], [-0.8, 0.1, 0.1], [-0.7, 0.3, 1.7], [5.4, -0.1, -0.6], [-2.4, 3.5, -1.0], [-5.1, 0.7, -1.9], [1.7, -2.2, 2.1], [-6.8, -8.8, 5.2]]
}

{
  "formula": "C5H5N3O",
  "method": "wB97M-V/def2-TZVPD",
  "energy_ha": -432.7635,
  "homo_lumo_gap_ha": 0.259,
  "species": ["C", "C", "C", "C", "C", "H", "H", "H", "H", "H", "N", "N", "N", "O"],
  "positions_angstrom": [[-0.3378, 2.1271, 0.5339], [-0.1705, 0.8257, 0.1750], [0.8414, 0.6107, -0.8179], [0.4297, -2.1911, -0.4659], [-0.9364, -0.1266, 0.9360], [0.2184, 2.9763, 0.0790], [-1.1472, 2.3887, 1.2360], [1.4433, 1.5487, -0.9353], [1.2162, -2.9988, -0.4281], [-1.5273, 0.3972, 1.7132], [1.3701, -0.3155, -1.4697], [-0.7652, -2.3738, 0.0556], [-1.1711, -1.4087, 0.9987], [0.5364, -1.4599, -1.6105]],
  "forces_ev_per_a": [[-0.4, 0.2, -0.3], [-0.7, 1.3, 0.1], [1.9, 2.3, 0.3], [-2.8, -3.1, -1.8], [-1.6, -1.6, 1.3], [-0.4, -0.9, 0.3], [0.7, -0.1, -0.3], [-0.2, -0.9, 0.0], [-0.5, 0.8, 0.1], [0.6, -0.5, -0.1], [0.6, -0.5, -1.9], [4.2, -0.1, 2.2], [-1.6, 2.1, -1.7], [0.2, 1.2, 1.5]]
}

{
  "formula": "C5H5N3O",
  "method": "wB97M-V/def2-TZVPD",
  "energy_ha": -432.7929,
  "homo_lumo_gap_ha": 0.282,
  "species": ["C", "C", "C", "C", "C", "H", "H", "H", "H", "H", "N", "N", "N", "O"],
  "positions_angstrom": [[0.1025, 0.9841, -0.0594], [-1.7793, -0.5239, -0.0575], [0.6370, -0.2008, -0.1018], [2.0053, -0.8165, -0.1033], [3.2021, -1.1330, 0.0922], [1.9831, 2.4434, -0.1517], [0.0714, 3.0650, -0.2202], [-1.7091, 1.9507, 0.2889], [-0.2430, -1.9797, 1.0029], [4.1848, -1.6991, 0.1140], [0.8357, 2.2094, 0.2032], [-1.2732, 0.9459, -0.1120], [-0.4525, -1.1036, -0.1865], [-2.8828, -1.0003, 0.1265]],
  "forces_ev_per_a": [[2.3, 3.4, 0.4], [2.4, 1.8, 1.3], [1.7, -3.9, -0.5], [2.0, 1.0, 1.0], [-2.5, -0.5, -0.9], [-5.0, -1.6, 0.9], [3.6, -2.9, 1.5], [0.7, -4.1, -1.5], [-1.2, 2.7, -4.3], [-1.9, 1.3, 0.0], [-1.2, 3.6, -2.7], [-2.5, 2.9, 1.4], [-1.0, -5.1, 4.1], [2.5, 1.3, -0.8]]
}

{
  "formula": "C5H5N3O2",
  "method": "wB97M-V/def2-TZVPD",
  "energy_ha": -508.2715,
  "homo_lumo_gap_ha": 0.353,
  "species": ["O", "C", "N", "C", "N", "C", "C", "C", "N", "H", "H", "H", "O", "H", "H"],
  "positions_angstrom": [[-3.6394, -0.4706, -0.9203], [-2.8389, 0.1661, -0.2926], [-1.4860, -0.1896, -0.2152], [-0.8595, -1.1941, -0.9230], [0.4129, -1.2238, -0.6703], [0.6448, -0.2397, 0.2756], [-0.5192, 0.4250, 0.5543], [2.0165, 0.0032, 0.8047], [2.5450, 1.2227, 0.5869], [-3.0707, 1.0942, 0.2604], [-1.4067, -1.8297, -1.6147], [-0.7567, 1.2719, 1.1923], [2.6982, -0.9115, 1.2625], [2.1174, 2.0229, 1.0337], [3.4467, 1.3063, 0.1127]],
  "forces_ev_per_a": [[0.2, 0.3, 0.2], [-0.1, -0.3, -0.3], [-0.3, -0.1, 0.0], [0.0, 0.1, -0.2], [0.0, -0.3, 0.3], [-1.1, 0.5, 0.4], [0.6, 0.1, 0.1], [1.2, -3.0, 0.6], [0.6, 2.2, -0.5], [0.0, -0.2, 0.0], [0.2, 0.2, 0.2], [0.1, -0.3, -0.2], [-1.1, 0.8, -0.9], [0.2, 0.0, -0.7], [-0.4, -0.1, 1.0]]
}